ORCA calculation (ωB97M-V/def2-TZVPD) on a structure of composition C44H50ORuSi4.

M in g/mol: 808.30
Highest occupied orbital energy (alpha / beta) in Ha: -0.240 / -0.311
Energy above the lowest of the compared OMol25 structures with the same formula, charge and spin in kJ/mol: 0.00
Gap between HOMO and LUMO (alpha / beta) in hartree: 0.253 / 0.273
Spin multiplicity: 5

Last column: Mulliken charge in e.
Geometry (Å):
Ru: -0.110 -0.869 -0.360  -0.484
C: -1.476 -3.998 -1.647  -1.404
Si: -2.037 -2.244 -1.226  0.994
C: -3.491 -2.400 -0.039  -1.197
C: -2.603 -1.438 -2.839  0.128
C: -3.344 -2.128 -3.799  -0.674
C: -3.680 -1.534 -5.008  -0.754
C: -3.279 -0.231 -5.271  -0.731
C: -2.551 0.472 -4.321  -0.634
C: -2.206 -0.116 -3.104  0.708
Si: -1.286 0.834 -1.760  1.329
C: -2.527 1.408 -0.465  -0.790
C: -0.658 2.448 -2.500  -1.430
H: -2.329 -4.588 -1.999  0.431
H: -1.058 -4.502 -0.774  0.338
H: -0.718 -3.998 -2.433  0.314
H: -4.302 -2.966 -0.507  0.450
H: -3.885 -1.424 0.249  0.232
H: -3.192 -2.924 0.871  0.317
H: -3.656 -3.151 -3.611  0.361
H: -4.247 -2.087 -5.747  0.395
H: -3.529 0.235 -6.216  0.413
H: -2.237 1.485 -4.547  0.335
H: -3.267 2.040 -0.966  0.547
H: -2.047 1.995 0.319  0.012
H: -3.050 0.584 0.019  -0.154
H: -1.505 2.950 -2.979  0.665
H: 0.136 2.347 -3.241  0.402
H: -0.323 3.109 -1.698  0.419
C: 0.305 3.048 1.711  -1.105
C: 0.728 2.094 2.833  2.421
C: 0.758 2.827 4.178  -1.984
C: 2.145 1.591 2.526  -1.782
Si: -0.416 0.585 2.872  -2.079
O: -0.306 -0.231 1.473  0.935
C: -2.233 0.994 3.137  1.010
C: -2.784 2.245 3.416  0.023
C: -4.158 2.421 3.526  -0.847
C: -5.013 1.343 3.359  -0.571
C: -4.488 0.086 3.088  -0.631
C: -3.116 -0.081 2.982  -0.512
C: 0.118 -0.582 4.244  0.489
C: -0.188 -0.341 5.585  -0.520
C: 0.238 -1.203 6.585  -0.746
C: 0.976 -2.333 6.260  -0.607
C: 1.278 -2.599 4.932  -0.458
C: 0.851 -1.729 3.937  -0.117
H: 1.024 3.871 1.625  0.507
H: -0.682 3.483 1.879  0.323
H: 0.284 2.528 0.748  -0.335
H: 1.433 3.689 4.116  0.533
H: 1.128 2.177 4.975  0.427
H: -0.222 3.200 4.482  0.281
H: 2.850 2.430 2.527  0.520
H: 2.194 1.132 1.536  -0.120
H: 2.488 0.863 3.266  0.275
H: -2.143 3.108 3.542  0.111
H: -4.560 3.404 3.738  0.409
H: -6.084 1.479 3.440  0.383
H: -5.148 -0.763 2.956  0.417
H: -2.720 -1.066 2.759  0.407
H: -0.780 0.528 5.854  0.403
H: -0.011 -0.998 7.619  0.403
H: 1.306 -3.009 7.039  0.382
H: 1.841 -3.488 4.673  0.432
H: 1.072 -1.949 2.899  -0.043
C: 4.845 3.074 -0.118  -0.605
C: 5.144 1.727 -0.258  -0.718
C: 4.191 0.852 -0.759  -0.018
C: 2.916 1.299 -1.124  -0.032
C: 2.642 2.662 -0.987  0.174
C: 3.593 3.541 -0.490  -0.800
Si: 1.652 0.070 -1.766  2.669
C: 1.641 0.054 -3.635  1.033
C: 2.508 0.887 -4.348  -0.792
C: 2.507 0.899 -5.736  -0.743
C: 1.640 0.072 -6.437  -0.703
C: 0.775 -0.766 -5.747  -0.987
C: 0.776 -0.771 -4.360  -0.294
C: 2.116 -1.648 -1.096  -0.765
C: 2.427 -1.816 0.268  0.367
C: 2.664 -3.078 0.806  -1.046
C: 2.592 -4.198 -0.003  -0.695
C: 2.277 -4.062 -1.353  -0.658
C: 2.029 -2.812 -1.886  -0.719
H: 5.585 3.758 0.278  0.373
H: 6.122 1.356 0.022  0.417
H: 4.447 -0.196 -0.865  0.459
H: 1.672 3.049 -1.265  0.140
H: 3.352 4.592 -0.388  0.425
H: 3.189 1.538 -3.812  0.361
H: 3.183 1.554 -6.270  0.424
H: 1.636 0.083 -7.519  0.379
H: 0.088 -1.407 -6.285  0.463
H: 0.074 -1.414 -3.840  0.306
H: 2.514 -0.945 0.910  0.611
H: 2.909 -3.176 1.856  0.562
H: 2.778 -5.180 0.413  0.392
H: 2.222 -4.938 -1.986  0.468
H: 1.785 -2.723 -2.938  0.384

ORCA calculation (ωB97M-V/def2-TZVPD) on a structure of composition C44H51AsIN4O4S2V at a distorted geometry.

M in g/mol: 1016.82
Highest occupied orbital energy (alpha / beta) in Ha: -0.215 / -0.215
Energy above the lowest of the compared OMol25 structures with the same formula, charge and spin in kJ/mol: 530.10
Gap between HOMO and LUMO (alpha / beta) in hartree: 0.064 / 0.067
Spin multiplicity: 4
Net charge: +1

Last column: Mulliken charge in e.
Geometry (Å):
V: -0.356 -1.233 3.502  0.022
C: -1.499 -2.624 1.131  -0.841
C: -1.054 -3.665 2.175  -0.683
N: -1.273 -3.053 3.488  -0.078
C: -2.712 -2.755 3.668  -0.586
C: -3.005 -1.402 4.291  -0.847
N: -2.244 -0.352 3.553  0.058
C: -2.729 -0.075 2.209  -1.235
C: -1.560 -0.144 1.185  -0.103
N: -0.765 -1.362 1.437  0.842
H: -2.566 -2.338 1.188  0.276
H: -1.304 -2.991 0.156  0.481
H: 0.015 -3.878 2.081  0.398
H: -1.678 -4.613 2.165  0.368
H: -0.886 -3.568 4.254  0.344
H: -3.214 -3.465 4.331  0.474
H: -3.302 -2.945 2.718  0.286
H: -2.700 -1.327 5.339  0.361
H: -4.040 -1.141 4.319  0.453
H: -2.165 0.528 4.110  0.372
H: -3.164 0.900 2.072  0.571
H: -3.451 -0.838 1.911  0.316
H: -0.833 0.703 1.331  0.125
H: -1.957 -0.173 0.121  0.373
H: 0.081 -1.308 0.819  -0.308
I: 4.494 1.505 -3.118  0.093
C: 3.118 0.116 -2.479  -0.440
C: 3.456 -1.241 -2.815  -0.269
C: 2.672 -2.270 -2.406  -1.028
C: 1.614 -1.931 -1.518  0.680
N: 1.241 -0.684 -1.215  -0.029
C: 2.027 0.319 -1.635  0.079
H: 4.353 -1.398 -3.387  0.433
H: 2.916 -3.333 -2.737  0.273
H: 1.344 -3.725 -0.897  0.237
H: 1.806 1.345 -1.358  0.302
C: -3.606 4.569 -6.031  -1.425
C: -3.076 4.261 -4.683  0.872
C: -1.999 3.381 -4.508  -0.393
C: -1.285 3.239 -3.314  -1.098
C: -1.754 3.982 -2.262  0.835
C: -2.886 4.825 -2.355  -0.634
C: -3.612 4.899 -3.526  -0.603
S: -0.913 4.091 -0.758  0.085
C: 0.361 5.422 -1.097  -0.969
O: -0.045 2.850 -0.652  -0.293
H: -2.904 4.170 -6.736  0.408
H: -3.651 5.684 -6.169  0.338
H: -4.645 4.248 -6.142  0.329
H: -1.732 2.758 -5.349  0.118
H: -0.522 2.514 -3.098  0.673
H: -3.261 5.211 -1.442  0.443
H: -4.510 5.531 -3.628  0.362
H: 0.807 5.353 -2.118  0.292
H: 1.042 5.384 -0.262  0.277
H: -0.245 6.356 -1.089  0.402
C: 0.392 -1.160 8.778  -0.527
C: 1.446 -1.932 8.229  -0.702
C: 1.992 -1.584 7.007  -0.363
C: 1.409 -0.494 6.366  -0.070
C: 0.418 0.331 6.919  -0.127
C: -0.092 -0.025 8.190  -0.837
As: 1.654 -0.347 4.450  1.635
C: 3.233 -1.205 3.655  0.342
C: 3.082 -2.574 3.459  -0.254
C: 4.001 -3.257 2.693  -0.798
C: 5.114 -2.631 2.146  -0.597
C: 5.272 -1.289 2.317  -0.685
C: 4.377 -0.593 3.120  -0.329
C: 2.315 1.515 4.258  -0.295
C: 3.022 2.056 5.326  -0.347
C: 3.209 3.406 5.393  -0.809
C: 2.757 4.194 4.317  -0.567
C: 2.069 3.610 3.196  -0.580
C: 1.893 2.229 3.182  -0.061
H: -0.089 -1.636 9.611  0.423
H: 1.923 -2.733 8.765  0.449
H: 2.812 -2.085 6.536  0.566
H: 0.013 1.149 6.250  0.456
H: -0.835 0.599 8.776  0.354
H: 2.311 -3.224 3.890  0.400
H: 3.874 -4.317 2.399  0.372
H: 5.897 -3.145 1.638  0.440
H: 6.006 -0.666 1.798  0.411
H: 4.486 0.454 3.361  0.439
H: 3.220 1.393 6.136  0.641
H: 3.700 3.902 6.238  0.415
H: 2.870 5.259 4.336  0.436
H: 1.949 4.195 2.262  0.366
H: 1.434 1.776 2.256  0.280
C: -1.879 -3.095 -10.771  -1.221
C: -1.838 -2.577 -9.392  0.973
C: -1.447 -3.346 -8.282  -0.630
C: -1.464 -2.734 -7.018  -0.396
C: -1.750 -1.386 -6.907  0.313
C: -2.150 -0.580 -7.971  -0.758
C: -2.265 -1.219 -9.239  -0.764
S: -1.537 -0.508 -5.349  0.445
O: 0.977 -2.879 -0.810  -0.297
O: -2.727 0.245 -5.026  -0.621
O: -0.201 0.185 -5.438  -0.599
H: -1.898 -4.233 -10.780  0.309
H: -1.101 -2.773 -11.494  0.255
H: -2.769 -2.682 -11.252  0.328
H: -1.081 -4.379 -8.433  0.275
H: -1.328 -3.255 -6.099  0.376
H: -2.233 0.454 -7.692  0.401
H: -2.688 -0.720 -10.069  0.341

ORCA calculation (ωB97M-V/def2-TZVPD) on a cluster of 6 separate species, C44H51BFN9O13S in total at a distorted geometry.

M in g/mol: 975.82
Highest occupied orbital energy in Ha: -0.335
Gap between HOMO and LUMO in hartree: 0.306
Spin multiplicity: 1
Structure (SMILES): C#CCCC[C@@]1(CC(N)(N)N)C(=O)N[C@](B(O)O)([C@@H](F)CC)[C@H]1S.O=[N+]([O-])c1ccccc1.O=[N+]([O-])c1ccccc1.O=[N+]([O-])c1ccccc1.O=[N+]([O-])c1ccccc1.O=[N+]([O-])c1ccccc1

Last column: Mulliken charge in e.
Geometry (Å):
C: -0.892 -1.887 1.254  0.601
C: -0.225 -1.707 0.255  -1.039
C: 0.560 -1.527 -0.939  -1.359
C: 1.847 -0.714 -0.674  0.655
C: 1.427 0.740 -0.505  -2.385
C: 2.533 1.746 -0.103  1.955
C: 3.240 2.323 -1.332  -1.627
C: 4.204 1.372 -2.106  0.107
N: 4.740 0.288 -1.321  -0.478
N: 3.622 0.858 -3.349  -0.659
N: 5.356 2.224 -2.502  -0.613
C: 1.706 2.948 0.474  -0.712
O: 0.739 3.415 -0.067  -0.718
N: 2.232 3.372 1.673  -0.123
C: 3.606 2.848 1.811  -0.083
B: 3.842 2.514 3.376  1.636
O: 3.064 3.110 4.324  -0.686
O: 4.848 1.706 3.854  -0.760
C: 4.610 3.790 1.106  0.012
F: 3.975 4.782 0.372  -0.286
C: 5.606 4.483 2.010  -1.104
C: 6.866 3.650 2.243  -1.323
C: 3.374 1.459 1.155  -0.377
S: 2.225 0.630 2.363  -0.432
H: -1.431 -2.126 2.121  0.793
H: -0.068 -0.948 -1.608  0.097
H: 0.779 -2.466 -1.433  0.557
H: 2.271 -1.135 0.225  -0.020
H: 2.489 -0.903 -1.521  0.048
H: 1.062 1.066 -1.475  0.399
H: 0.570 0.792 0.148  0.740
H: 2.444 2.587 -2.019  0.669
H: 3.779 3.239 -1.136  -0.001
H: 5.656 0.525 -0.970  0.277
H: 4.824 -0.540 -1.891  0.255
H: 3.265 1.645 -3.874  0.398
H: 2.801 0.291 -3.152  0.262
H: 5.087 2.848 -3.254  0.306
H: 6.053 1.583 -2.858  0.274
H: 2.105 4.356 1.857  0.520
H: 2.919 2.486 5.037  0.297
H: 5.305 1.268 3.133  0.257
H: 5.185 3.216 0.379  0.182
H: 5.950 5.353 1.460  0.434
H: 5.177 4.867 2.933  0.464
H: 7.280 3.458 1.256  0.393
H: 6.662 2.684 2.682  0.205
H: 7.613 4.217 2.780  0.436
H: 4.283 0.892 1.029  1.334
H: 2.674 -0.639 2.394  0.228
O: 3.786 -3.678 -0.143  -0.612
N: 3.081 -4.668 -0.148  1.127
O: 2.490 -5.097 0.819  -0.626
C: 2.933 -5.394 -1.417  0.101
C: 3.619 -4.951 -2.533  -0.242
C: 3.492 -5.650 -3.722  -0.497
C: 2.682 -6.776 -3.783  -0.418
C: 1.993 -7.202 -2.656  -0.441
C: 2.118 -6.510 -1.462  -0.457
H: 4.248 -4.074 -2.484  0.467
H: 4.026 -5.317 -4.601  0.384
H: 2.588 -7.322 -4.712  0.380
H: 1.361 -8.077 -2.706  0.378
H: 1.584 -6.842 -0.585  0.460
O: -3.119 -4.004 3.666  -0.618
N: -4.237 -3.695 4.016  1.120
O: -5.225 -4.381 3.845  -0.647
C: -4.415 -2.389 4.666  0.201
C: -3.318 -1.563 4.833  -0.293
C: -3.494 -0.324 5.425  -0.577
C: -4.756 0.073 5.845  -0.440
C: -5.846 -0.771 5.679  -0.521
C: -5.678 -2.011 5.085  -0.305
H: -2.336 -1.872 4.507  0.438
H: -2.646 0.334 5.556  0.408
H: -4.891 1.044 6.303  0.391
H: -6.827 -0.461 6.009  0.386
H: -6.526 -2.667 4.953  0.449
O: -1.438 8.823 -1.802  -0.606
N: -0.340 9.247 -2.098  1.031
O: -0.129 10.354 -2.553  -0.622
C: 0.814 8.360 -1.895  -0.073
C: 0.606 7.081 -1.411  -0.471
C: 1.694 6.240 -1.240  0.014
C: 2.972 6.686 -1.549  -0.451
C: 3.163 7.977 -2.026  -0.709
C: 2.080 8.822 -2.202  -0.411
H: -0.388 6.732 -1.171  0.495
H: 1.541 5.239 -0.870  0.462
H: 3.818 6.031 -1.423  0.470
H: 4.159 8.325 -2.265  0.393
H: 2.229 9.825 -2.575  0.457
O: -2.139 -1.466 -3.569  -0.633
N: -2.502 -0.657 -2.739  1.118
O: -1.819 0.261 -2.332  -0.615
C: -3.854 -0.806 -2.183  0.022
C: -4.643 -1.863 -2.600  -0.568
C: -5.909 -2.011 -2.058  -0.153
C: -6.370 -1.105 -1.112  -0.298
C: -5.567 -0.045 -0.710  -0.785
C: -4.299 0.109 -1.247  -0.277
H: -4.283 -2.567 -3.336  0.499
H: -6.538 -2.834 -2.371  0.344
H: -7.358 -1.226 -0.687  0.421
H: -5.929 0.661 0.024  0.413
H: -3.674 0.931 -0.933  0.520
O: -8.592 -3.480 -2.415  -0.579
N: -8.106 -4.594 -2.369  1.039
O: -8.073 -5.369 -3.302  -0.637
C: -7.511 -5.026 -1.098  -0.208
C: -7.563 -4.177 -0.008  0.065
C: -7.016 -4.592 1.194  -0.431
C: -6.421 -5.842 1.293  -0.437
C: -6.370 -6.681 0.188  -0.516
C: -6.920 -6.274 -1.018  -0.585
H: -8.024 -3.203 -0.086  0.577
H: -7.050 -3.941 2.057  0.445
H: -5.993 -6.160 2.233  0.428
H: -5.902 -7.652 0.265  0.381
H: -6.882 -6.926 -1.878  0.470

ORCA calculation (ωB97M-V/def2-TZVPD) on a structure of composition C44H51Cl2N5SSeTl at a distorted geometry.

M in g/mol: 1036.24
Highest occupied orbital energy in Ha: -0.128
Energy above the lowest of the compared OMol25 structures with the same formula, charge and spin in kJ/mol: 167.36
Gap between HOMO and LUMO in hartree: 0.172
Spin multiplicity: 1
Net charge: -1

Last column: Mulliken charge in e.
Geometry (Å):
Tl: 0.503 -0.844 0.896  0.963
Cl: -2.730 -0.597 2.144  -0.029
C: -2.690 -1.176 3.783  0.233
C: -3.893 -1.634 4.293  -0.779
C: -3.970 -2.125 5.583  -0.368
C: -2.825 -2.143 6.363  -0.680
C: -1.632 -1.672 5.849  0.285
Cl: -0.253 -1.715 6.900  -0.245
C: -1.487 -1.167 4.531  -0.248
S: 0.049 -0.589 3.981  -0.263
H: -4.774 -1.600 3.664  0.380
H: -4.908 -2.492 5.977  0.339
H: -2.851 -2.525 7.375  0.385
C: -0.688 -4.512 0.795  -1.586
C: -0.402 -4.040 -0.631  2.865
C: 0.358 -5.099 -1.431  -1.709
C: -1.675 -3.619 -1.334  0.741
C: -2.645 -4.568 -1.621  -0.327
C: -3.803 -4.230 -2.300  -1.622
C: -4.010 -2.913 -2.668  -0.487
C: -3.075 -1.926 -2.391  0.993
C: -3.385 -0.485 -2.770  1.154
C: -4.662 -0.013 -2.068  -1.525
C: -3.485 -0.324 -4.289  -1.635
C: -1.885 -2.285 -1.727  -1.012
N: -0.943 -1.279 -1.428  0.611
C: -0.286 -0.769 -2.400  -0.356
C: 0.666 0.317 -2.306  -0.866
N: 0.996 0.928 -1.233  1.206
C: 1.872 2.026 -1.332  -0.732
C: 1.511 3.164 -2.094  0.790
C: 2.386 4.241 -2.132  -0.431
C: 3.583 4.234 -1.441  -1.688
C: 3.917 3.127 -0.681  -0.200
C: 3.090 2.016 -0.623  0.300
C: 3.506 0.815 0.199  2.969
C: 3.252 1.077 1.688  -1.192
C: 4.960 0.397 -0.025  -1.968
C: 0.195 3.287 -2.851  1.712
C: 0.432 3.268 -4.365  -1.649
C: -0.567 4.555 -2.454  -1.454
H: 0.250 -4.736 1.306  0.377
H: -1.311 -5.410 0.796  0.381
H: -1.211 -3.736 1.359  0.320
H: 0.253 -3.175 -0.564  -1.762
H: -0.202 -6.034 -1.498  0.377
H: 1.319 -5.303 -0.955  0.390
H: 0.556 -4.742 -2.444  0.347
H: -2.480 -5.595 -1.319  0.383
H: -4.541 -4.986 -2.537  0.369
H: -4.923 -2.652 -3.192  0.319
H: -2.575 0.152 -2.418  -0.180
H: -5.527 -0.603 -2.378  0.308
H: -4.861 1.036 -2.300  0.456
H: -4.547 -0.112 -0.988  0.310
H: -4.286 -0.943 -4.697  0.316
H: -2.550 -0.623 -4.767  0.363
H: -3.687 0.716 -4.556  0.447
H: -0.391 -1.203 -3.400  0.362
H: 1.156 0.578 -3.249  0.310
H: 2.126 5.114 -2.720  0.269
H: 4.251 5.084 -1.497  0.356
H: 4.848 3.122 -0.128  0.315
H: 2.893 -0.031 -0.107  -1.627
H: 3.922 1.859 2.059  0.446
H: 3.422 0.167 2.267  0.301
H: 2.223 1.404 1.855  -0.110
H: 5.658 1.150 0.347  0.406
H: 5.165 0.226 -1.083  0.423
H: 5.151 -0.534 0.512  0.380
H: -0.439 2.441 -2.589  -0.491
H: 1.074 4.100 -4.660  0.351
H: -0.515 3.359 -4.903  0.428
H: 0.919 2.343 -4.678  0.341
H: -0.039 5.457 -2.771  0.335
H: -0.690 4.586 -1.372  0.197
H: -1.556 4.559 -2.918  0.449
N: 6.749 -5.631 -1.139  -0.624
C: 5.875 -4.956 -0.808  -0.145
C: 4.779 -4.131 -0.420  0.456
C: 4.323 -4.110 0.900  -0.439
C: 3.234 -3.320 1.239  -1.134
C: 2.557 -2.521 0.308  -0.359
C: 3.043 -2.573 -1.009  0.764
C: 4.124 -3.356 -1.381  -0.755
H: 4.827 -4.717 1.646  0.444
H: 2.898 -3.335 2.274  0.460
H: 2.554 -1.990 -1.790  0.162
H: 4.475 -3.380 -2.407  0.458
C: -3.267 4.260 1.954  -0.788
N: -2.047 4.511 2.683  0.276
C: -1.874 5.379 3.743  -0.456
C: -0.589 5.277 4.136  -0.425
N: 0.022 4.351 3.317  0.230
C: 1.392 3.899 3.395  -0.843
C: -0.876 3.869 2.421  -0.322
Se: -0.567 2.636 1.126  -0.371
H: -3.990 5.040 2.184  0.312
H: -3.673 3.283 2.220  0.282
H: -3.051 4.251 0.887  0.245
H: -2.671 5.987 4.130  0.432
H: -0.065 5.783 4.927  0.424
H: 1.963 4.603 3.998  0.330
H: 1.810 3.842 2.389  0.274
H: 1.439 2.904 3.840  0.274

Q: Which of these has the highest spin multiplicity?
A: C44H50ORuSi4

Q: The highest spin multiplicity belongs to which entry?
A: C44H50ORuSi4